(1)
Computed, not measured: a 12-piece molecular cluster, C48H121N17O12 overall at a distorted geometry, with the ωB97M-V functional and the def2-TZVPD basis.

Structure (XYZ):
```
198
Properties=species:S:1:pos:R:3
C 6.17094 -5.45682 5.37287
C 5.17826 -4.55381 6.04972
C 5.86591 -3.43315 7.01333
C 6.51715 -2.34187 6.08308
C 5.35602 -1.62600 5.44421
C 4.58257 -2.64952 4.41250
N 4.33958 -3.93580 5.04027
O 3.45989 -4.82896 4.36861
C 3.19658 -2.01771 4.14457
C 5.41496 -2.75133 3.12534
C 4.35743 -5.35196 7.02161
H 5.61643 -6.28108 4.92428
H 6.78757 -6.09896 6.00178
H 6.95816 -4.88393 4.88280
H 5.06569 -3.11775 7.68286
H 6.70314 -3.95877 7.47253
H 7.29216 -2.67038 5.39058
H 6.99646 -1.63914 6.76463
H 5.85647 -0.79349 4.94966
H 4.68465 -0.92784 5.94413
H 2.85441 -2.45543 3.20680
H 2.42383 -2.22495 4.88484
H 3.25161 -0.93120 4.07691
H 5.58945 -1.73682 2.76701
H 6.37694 -3.25762 3.20504
H 4.83019 -3.27045 2.36596
H 3.80067 -4.76362 7.75097
H 5.08667 -5.99846 7.50982
H 3.68756 -6.05454 6.52585
H 3.96938 -4.98743 3.57055
C 2.69894 3.06528 -4.01072
C 3.62431 3.66656 -2.74427
C 2.49304 4.36926 -1.86814
C 3.06115 4.53481 -0.43499
C 3.66618 3.26979 0.22778
C 4.64873 2.52300 -0.65480
N 4.17278 2.50182 -2.05066
O 5.00739 1.79495 -2.86722
C 6.02126 3.20733 -0.45343
C 4.67587 1.07305 -0.03735
C 4.63013 4.71309 -3.25030
H 1.76210 2.57848 -3.73964
H 3.35009 2.47810 -4.65827
H 2.10767 3.80478 -4.55076
H 2.21611 5.35802 -2.23387
H 1.61505 3.73194 -1.76300
H 2.18294 4.80759 0.15020
H 3.71048 5.40479 -0.33692
H 2.88119 2.68937 0.71255
H 4.18149 3.66904 1.10136
H 6.12322 4.19381 -0.90570
H 6.32631 3.24519 0.59233
H 6.79182 2.59638 -0.92364
H 5.09770 0.32922 -0.71326
H 5.13381 0.99775 0.94892
H 3.66949 0.65436 -0.03855
H 4.25064 5.25095 -4.11908
H 5.60809 4.26319 -3.42143
H 4.59982 5.53068 -2.53007
H 5.77095 2.37047 -2.95301
C -7.10146 -1.07481 -2.69784
C -6.76769 -0.26214 -3.92553
C -5.26301 0.26562 -3.81361
C -4.18392 -0.79871 -4.28412
C -4.49169 -1.29592 -5.67586
C -5.94991 -1.88477 -5.80407
N -6.99484 -1.06815 -5.11097
O -8.36409 -1.62608 -5.12904
C -6.19964 -1.90904 -7.33979
C -5.97060 -3.39962 -5.32009
C -7.69773 0.91288 -4.09115
H -6.56399 -0.64356 -1.85329
H -6.67956 -2.07624 -2.78290
H -8.14104 -1.03307 -2.37285
H -5.21388 1.08830 -4.52697
H -5.00626 0.58410 -2.80330
H -4.33617 -1.53504 -3.49499
H -3.15940 -0.43014 -4.23299
H -3.69111 -1.90020 -6.10249
H -4.48204 -0.39956 -6.29596
H -7.20200 -2.28018 -7.55334
H -6.21566 -0.86801 -7.66246
H -5.38537 -2.43402 -7.83926
H -5.18774 -4.05171 -5.70740
H -6.07142 -3.43342 -4.23529
H -6.94523 -3.79594 -5.60492
H -7.63981 1.44386 -5.04130
H -7.66874 1.50882 -3.17894
H -8.77416 0.74770 -4.04542
H -8.41006 -2.21250 -4.37037
C 4.43362 2.95348 4.47229
O 4.95805 3.74827 3.71537
N 3.29362 2.42401 4.05647
N 4.90945 2.57413 5.58630
H 2.96207 2.72925 3.15258
H 2.79598 1.88635 4.75173
H 5.76380 3.02328 5.88374
H 4.33704 2.08591 6.26016
C -1.52093 -0.53845 4.65463
O -1.58475 0.56865 5.16302
N -1.06975 -1.54034 5.28178
N -1.85503 -0.81281 3.44476
H -1.02532 -2.44392 4.83272
H -0.99639 -1.48147 6.28739
H -2.24811 -0.05058 2.91127
H -1.54015 -1.66317 2.99996
C -0.79237 3.79780 2.66467
O -1.39444 4.82740 2.55367
N -0.40317 3.12916 1.63634
N -0.18483 3.23068 3.64806
H -0.67300 3.50265 0.73757
H 0.32251 2.42667 1.63495
H -0.48934 3.68354 4.49794
H 0.33485 2.37016 3.74577
C -2.12672 5.00702 -1.07103
O -1.00112 4.55676 -1.18151
N -2.82340 5.17613 0.01074
N -2.71975 5.55218 -2.12683
H -3.77627 5.49449 -0.09317
H -2.48083 5.04502 0.95178
H -2.16919 5.49025 -2.97132
H -3.47836 6.19933 -1.96624
C 2.90661 -4.69782 0.88582
O 1.89139 -4.67793 1.53557
N 3.69011 -5.71173 0.97518
N 3.28796 -3.76970 0.09842
H 3.37306 -6.46717 1.56585
H 4.50457 -5.80148 0.38465
H 4.24929 -3.75891 -0.21114
H 2.67325 -2.97163 0.02535
C -2.22207 4.77608 -5.62294
C -1.12041 3.84249 -5.33934
C -0.21488 3.65956 -6.57955
O -0.89819 2.95117 -7.51101
C -0.16134 2.77128 -8.72517
N -0.52758 4.37207 -4.11350
H -3.13360 4.62772 -5.04399
H -2.58501 4.77011 -6.65072
H -1.85916 5.80350 -5.65142
H -1.51328 2.87856 -5.01594
H 0.59659 3.06456 -6.16052
H 0.20089 4.58138 -6.98636
H 0.23408 3.72322 -9.07952
H -0.89069 2.62093 -9.52112
H 0.65558 2.04978 -8.71269
H 0.33832 3.85782 -4.03710
H -1.06965 4.19696 -3.27948
C -2.86107 -3.89678 2.53449
C -1.47575 -4.40460 3.01003
C -1.12268 -5.57945 2.08942
O -1.90941 -6.69330 2.44673
C -1.46033 -7.88908 1.68981
N -0.49233 -3.32096 2.96875
H -3.31001 -3.28664 3.31825
H -3.60048 -4.68323 2.38325
H -2.68872 -3.25046 1.67387
H -1.66783 -4.70308 4.04062
H -0.06745 -5.85251 2.09489
H -1.35358 -5.27791 1.06772
H -2.10045 -8.71175 2.00850
H -0.45291 -8.23740 1.91759
H -1.50693 -7.80557 0.60402
H 0.38971 -3.78436 3.13419
H -0.48230 -3.13524 1.97602
C -4.95246 2.68789 1.31127
C -4.84888 1.41607 2.06281
C -5.60053 0.15147 1.40386
O -5.22525 -0.10369 0.07006
C -4.16486 -1.07740 -0.00817
N -3.56785 1.09130 2.38987
H -5.93432 3.15732 1.37190
H -4.65231 2.64382 0.26433
H -4.42958 3.48757 1.83586
H -5.42500 1.46172 2.98699
H -6.63607 0.46823 1.27966
H -5.53070 -0.73145 2.03923
H -4.26088 -2.00767 0.55172
H -3.27343 -0.56479 0.35335
H -4.04482 -1.32880 -1.06197
H -3.12276 1.80829 2.94478
H -3.23971 1.20523 1.44149
C -1.28952 0.78281 -2.26166
C 0.00795 1.04021 -1.41151
C -0.06696 0.41600 -0.03888
O 1.08544 0.86267 0.71399
C 1.81657 -0.17273 1.36087
N 1.21644 0.55595 -2.12690
H -1.66514 -0.23134 -2.12573
H -1.17930 0.85106 -3.34393
H -2.17161 1.33257 -1.93336
H 0.22561 2.09122 -1.22149
H -0.06681 -0.67382 -0.05901
H -1.02583 0.57696 0.45384
H 1.99067 -0.92059 0.58726
H 1.08166 -0.64851 2.01021
H 2.63287 0.20420 1.97706
H 1.96217 1.23592 -2.16737
H 1.76283 -0.01075 -1.49412
```

## Properties
- HOMO-LUMO gap (spin up / spin down): 6.28 / 2.31 eV
- Total charge: +1
- Energy: -101624.1379 eV
- Multiplicity: 2
- E_HOMO (spin up / spin down): -9.01 / -9.01 eV
- F_max: 7.56 eV/A


(2)
Computed, not measured: C48H122F6N10O22S2V2 as an isolated structure at a distorted geometry, with the ωB97M-V functional and the def2-TZVPD basis.

Structure (XYZ):
```
212
Properties=species:S:1:pos:R:3
V 0.86692 -2.65497 2.19236
V 2.62154 -0.35248 -1.80136
C 0.78345 -5.16532 4.66562
O -0.61002 -5.05994 4.48494
O 1.28699 -4.20883 3.72047
C 1.33758 -5.23785 6.17382
F 1.42508 -6.52769 6.55438
F 2.58469 -4.64709 6.28376
F 0.57839 -4.58750 7.04731
C -1.56361 -6.10792 4.70693
C -3.04210 -5.80002 4.40502
H -3.34664 -5.60149 3.37743
H -3.59026 -6.69613 4.69586
H -3.37566 -5.02434 5.09433
H -1.52205 -6.48806 5.72766
H -1.29300 -6.93544 4.05113
H 1.04373 -6.21168 4.50591
C 1.71505 2.51100 -3.62449
O 0.95689 1.77464 -4.59848
O 2.19808 1.47187 -2.83123
C 2.75022 3.62641 -4.05472
F 2.30519 4.70971 -4.72423
F 3.26332 4.25975 -3.02971
F 3.83346 3.21288 -4.75815
C -0.25908 2.38318 -5.12891
C -0.63960 1.53545 -6.37142
H -1.49638 1.92622 -6.92035
H 0.09740 1.51643 -7.17428
H -0.93471 0.53640 -6.05063
H -0.28022 3.42528 -5.44778
H -1.18470 2.27017 -4.56449
H 0.94865 2.92351 -2.96831
S 3.48200 -2.94028 0.06012
O 2.24393 -3.23832 0.80387
O 4.17712 -2.13502 1.06400
O 4.17883 -4.19275 -0.22019
O 3.08015 -2.16309 -1.11560
S 0.45999 -0.24358 -0.13072
O 0.31206 -1.28911 0.88948
O -0.51733 0.84859 -0.10009
O 1.80439 0.27398 0.02927
O 0.70321 -0.79329 -1.44878
C 4.99173 -1.34167 -5.53480
C 3.73712 -0.95958 -4.61568
C 2.67872 -2.03432 -4.61850
O 1.70982 -1.71832 -3.61852
C 0.89303 -2.89636 -3.51578
N 4.27090 -0.76819 -3.28432
H 4.50121 -1.22501 -6.50117
H 5.34463 -2.35807 -5.36019
H 5.88004 -0.74688 -5.32213
H 3.40227 0.05251 -4.84300
H 3.13235 -2.98267 -4.33047
H 2.24708 -2.02356 -5.61933
H 1.26541 -3.62852 -2.79928
H 0.52738 -3.23098 -4.48657
H -0.01006 -2.56146 -3.00554
H 5.07057 -0.15239 -3.32188
H 4.71127 -1.66079 -3.11270
C -2.47494 -2.06929 4.96542
C -2.04315 -2.38010 3.53346
C -3.10198 -1.94405 2.51588
O -2.61110 -2.42642 1.22109
C -3.22157 -1.87172 0.12203
N -0.64047 -1.75452 3.47481
H -3.55664 -2.19548 5.01134
H -2.21234 -1.08266 5.34714
H -2.11059 -2.81536 5.67162
H -1.99069 -3.46203 3.41196
H -3.24172 -0.86732 2.61192
H -4.06970 -2.32825 2.83838
H -2.72111 -2.16375 -0.80121
H -3.19615 -0.78213 0.13777
H -4.25645 -2.17260 -0.04109
H -0.41089 -1.71873 4.45772
H -0.79717 -0.78337 3.24587
C 4.13412 -0.26910 3.92902
C 2.82407 -1.02596 4.15372
C 1.98755 -0.43183 5.30006
O 1.05788 -1.49473 5.59370
C 0.67379 -1.77010 6.89073
N 2.18553 -1.10805 2.86290
H 4.59558 -0.58578 2.99367
H 4.80466 -0.53585 4.74592
H 4.04348 0.80101 3.74261
H 3.06097 -2.05160 4.43662
H 1.56046 0.51332 4.96483
H 2.61829 -0.27306 6.17473
H 1.46794 -2.16514 7.52427
H -0.18990 -2.38877 6.64704
H 0.37851 -0.82887 7.35441
H 1.96326 -0.16923 2.56408
H 3.06119 -1.26098 2.38338
C 0.50983 -5.80295 -0.28065
C -0.45035 -4.58523 -0.16304
C -1.82666 -4.92467 -0.60326
O -2.66387 -5.25346 0.52198
C -4.01038 -5.31284 0.32286
N -0.45844 -4.04478 1.21608
H 0.62067 -6.01334 -1.34439
H 0.09141 -6.63034 0.29244
H 1.56595 -5.62457 -0.07842
H -0.15646 -3.76537 -0.81846
H -1.88492 -5.68751 -1.37964
H -2.35448 -4.10210 -1.08584
H -4.47623 -6.02085 1.00828
H -4.26833 -5.65881 -0.67806
H -4.54130 -4.37151 0.46477
H -0.42656 -4.97226 1.61469
H -1.46258 -3.93828 1.19482
C -1.29355 1.60527 4.93324
C -1.65496 1.41192 3.39626
C -1.99043 2.67824 2.66271
O -3.31237 3.12424 2.92687
C -3.48119 4.38848 2.44297
N -0.45553 0.89819 2.77664
H -0.74761 0.81029 5.44124
H -2.21287 1.81634 5.47950
H -0.68675 2.49592 5.09644
H -2.56281 0.81180 3.33501
H -1.91045 2.65324 1.57593
H -1.21992 3.43240 2.82294
H -3.26967 4.56752 1.38879
H -2.94637 5.12813 3.03878
H -4.53069 4.66256 2.55039
H 0.36351 1.48917 2.77520
H -0.65145 1.04852 1.79729
C 0.72684 4.63096 1.32883
C 1.82233 4.03296 2.16751
C 2.86133 5.09602 2.58942
O 3.78281 4.46885 3.49273
C 4.87179 5.29594 3.87561
N 1.35842 3.16577 3.17004
H -0.00776 5.19115 1.90729
H 0.23661 3.83599 0.76687
H 1.08124 5.37420 0.61463
H 2.30757 3.35910 1.46143
H 2.42813 5.95832 3.09625
H 3.45113 5.48522 1.75951
H 5.52780 5.55302 3.04395
H 5.37694 4.66910 4.61045
H 4.54178 6.20765 4.37359
H 0.72492 3.61061 3.81880
H 2.07586 3.07652 3.87530
C -3.25806 0.55356 -3.09276
C -3.61395 1.79426 -2.32135
C -4.34961 1.64504 -1.00012
O -5.51280 0.90126 -1.24320
C -6.16980 0.49522 -0.09932
N -2.41377 2.53386 -1.87120
H -2.78720 0.89013 -4.01640
H -4.12467 -0.09021 -3.24329
H -2.45472 0.05051 -2.55454
H -4.12390 2.50852 -2.96780
H -4.51137 2.64560 -0.59910
H -3.63763 1.17493 -0.32175
H -6.92823 -0.23463 -0.38249
H -6.67708 1.34577 0.35601
H -5.43342 -0.03337 0.50602
H -1.89004 2.86354 -2.66941
H -1.73812 1.95744 -1.39023
C -5.81175 -4.12036 -3.65089
C -4.64081 -3.91767 -4.62295
C -3.31221 -3.64946 -3.96130
O -2.23161 -3.53554 -4.92290
C -2.28800 -2.37677 -5.73225
N -4.64436 -5.10002 -5.38865
H -6.74859 -4.38824 -4.13941
H -5.82593 -3.19560 -3.07406
H -5.65358 -4.85796 -2.86411
H -4.71086 -3.01683 -5.23261
H -3.06996 -4.48551 -3.30522
H -3.50057 -2.73863 -3.39298
H -2.44479 -1.50168 -5.10160
H -2.96061 -2.56180 -6.56978
H -1.28375 -2.25905 -6.13935
H -4.19660 -4.92805 -6.27748
H -5.47617 -5.62349 -5.62138
C 4.83640 2.05912 0.91843
C 4.79544 1.75595 -0.58791
C 6.12681 1.94270 -1.34981
O 6.03546 1.47299 -2.66247
C 7.19943 1.83000 -3.38936
N 4.45828 0.33766 -0.68854
H 3.79736 1.89731 1.20532
H 5.21385 3.04370 1.19454
H 5.36648 1.29045 1.48082
H 4.07376 2.47505 -0.97544
H 6.96822 1.46021 -0.85249
H 6.25811 3.02301 -1.41141
H 7.34590 1.18322 -4.25442
H 8.12086 1.91415 -2.81319
H 7.06703 2.82517 -3.81388
H 4.49514 -0.02683 0.25268
H 5.35713 0.07366 -1.06599
C -0.35916 5.86966 -2.06982
C -1.73923 6.33041 -1.60585
C -2.17206 7.68625 -1.96787
O -1.40956 8.77699 -1.50345
C -0.41123 9.23629 -2.34547
N -2.69544 5.42802 -2.10181
H 0.39659 6.56410 -1.70282
H -0.27036 5.68934 -3.14112
H -0.07062 4.92977 -1.59922
H -1.66672 6.29272 -0.51892
H -3.16169 7.87964 -1.55395
H -2.42491 7.61269 -3.02559
H -0.74483 9.66922 -3.28854
H 0.12025 8.36582 -2.73008
H 0.20810 9.80281 -1.65006
H -2.78292 4.61607 -1.50752
H -3.62643 5.81868 -2.12920
```

## Properties
- HOMO-LUMO gap (spin up / spin down): 8.42 / 9.06 eV
- Energy: -201047.4249 eV
- Multiplicity: 5
- E_HOMO (spin up / spin down): -8.31 / -8.61 eV
- F_max: 4.88 eV/A


- Which of these has the highest F_max?
  C48H121N17O12